Record 1
{"formula": "C37H38BCl2I3O7", "method": "ωB97M-V/def2-TZVPD", "elements": ["C", "C", "O", "B", "O", "C", "C", "Cl", "C", "O", "C", "C", "C", "C", "O", "C", "C", "C", "C", "C", "C", "Cl", "C", "O", "C", "C", "C", "O", "C", "I", "C", "C", "I", "C", "C", "I", "C", "O", "H", "H", "H", "H", "H", "H", "H", "H", "H", "H", "H", "H", "H", "H", "H", "H", "H", "H", "H", "H", "H", "H", "H", "H", "H", "H", "C", "C", "C", "C", "C", "C", "H", "H", "H", "H", "H", "H", "C", "C", "C", "C", "C", "C", "H", "H", "H", "H", "H", "H"], "coordinates": [[7.50206, -1.24907, -2.37210], [7.57502, -2.29078, -1.25759], [6.27245, -2.66208, -0.77614], [5.80823, -1.95888, 0.30692], [5.66346, -2.55389, 1.52332], [5.44381, -0.40675, 0.16333], [6.27880, 0.56057, 0.71337], [7.68555, 0.06800, 1.61351], [6.05194, 1.94010, 0.60283], [6.89553, 2.85975, 1.13860], [4.94417, 2.37558, -0.11004], [4.08288, 1.43125, -0.64847], [4.30670, 0.06311, -0.50653], [3.29584, -0.84119, -1.12421], [3.62665, -1.84059, -1.71283], [1.86039, -0.37324, -1.01714], [1.66290, 1.00731, -1.15102], [0.40303, 1.59658, -1.03630], [0.17587, 3.07442, -1.17808], [-0.38727, 3.45173, -2.56805], [0.24793, 4.73940, -3.05245], [-0.62872, 5.41341, -4.45922], [-0.67521, 0.74439, -0.78845], [-1.93862, 1.25573, -0.66775], [-2.24316, 1.88532, 0.58898], [-3.60400, 1.41050, 1.13659], [-4.63422, 2.53542, 1.10137], [-3.41922, 0.96600, 2.48568], [-0.49537, -0.63719, -0.69000], [-2.23229, -1.75191, -0.31275], [0.76757, -1.23758, -0.79969], [0.90513, -2.73347, -0.65633], [2.11180, -3.15195, 1.07214], [1.25302, -3.44263, -1.99308], [-0.05482, -3.71428, -2.73411], [2.19473, -5.33306, -1.67710], [2.87275, 1.84595, -1.40615], [2.87940, 2.77391, -2.18435], [7.91838, -1.62527, -3.30518], [8.04242, -0.33461, -2.12461], [6.46574, -0.97590, -2.56455], [8.02102, -3.21033, -1.63164], [8.20716, -1.95416, -0.43354], [5.45754, -3.49220, 1.43115], [7.13552, 2.59249, 2.03422], [4.75837, 3.43228, -0.23879], [-0.50366, 3.43307, -0.41006], [1.10620, 3.61563, -1.02196], [-0.18601, 2.66080, -3.28842], [-1.46580, 3.58839, -2.49798], [0.24569, 5.50656, -2.28084], [1.27235, 4.57081, -3.37274], [-2.28619, 2.96299, 0.42906], [-1.47663, 1.63117, 1.32052], [-3.95494, 0.55210, 0.57160], [-4.17281, 3.49195, 1.35560], [-5.06728, 2.63883, 0.10642], [-5.42863, 2.33734, 1.81780], [-3.18817, 1.73576, 3.01742], [-0.05013, -3.13986, -0.35068], [1.88895, -2.81493, -2.59633], [-0.66956, -4.42190, -2.17691], [0.13542, -4.14125, -3.71588], [-0.63118, -2.79280, -2.84465], [-2.77642, -2.87588, 5.98982], [-1.48134, -3.29052, 6.26896], [-0.40803, -2.70224, 5.61423], [-0.63055, -1.69512, 4.68514], [-1.92556, -1.27746, 4.40661], [-2.99802, -1.87119, 5.05772], [-3.61335, -3.33717, 6.49847], [-1.30852, -4.07337, 6.99633], [0.60156, -3.02980, 5.82728], [0.20758, -1.23685, 4.17468], [-2.10389, -0.49375, 3.68318], [-4.00741, -1.54882, 4.83540], [-7.18321, 0.47707, -0.15856], [-6.41994, 0.59714, -1.31171], [-7.03409, 0.59790, -2.55612], [-8.41441, 0.48510, -2.64661], [-9.17848, 0.36725, -1.49382], [-8.56316, 0.36029, -0.24970], [-6.70321, 0.47399, 0.81253], [-5.34225, 0.68722, -1.24236], [-6.43703, 0.68635, -3.45448], [-8.89490, 0.48875, -3.61635], [-10.25489, 0.28021, -1.56510], [-9.15891, 0.26407, 0.64876]], "lowdin_charge": [-0.046, -0.209, 0.053, -0.707, 0.154, -0.016, -0.488, 0.792, -0.315, 0.044, 0.086, -0.070, -0.042, -0.297, 0.106, -0.032, -0.014, -0.068, -0.118, -0.240, -0.601, 0.539, -0.292, -0.121, -0.119, -0.406, -0.043, -0.064, -0.474, 1.132, -0.270, -0.762, 0.946, -0.804, -0.199, 0.835, -0.266, 0.136, 0.073, 0.076, 0.079, 0.119, 0.096, 0.106, 0.093, 0.139, 0.102, 0.108, 0.123, 0.104, 0.076, 0.065, 0.114, 0.145, 0.075, 0.081, 0.078, 0.082, 0.099, -0.036, 0.061, 0.064, 0.070, 0.057, -0.099, -0.101, -0.098, -0.095, -0.091, -0.091, 0.098, 0.098, 0.099, 0.094, 0.072, 0.101, -0.095, -0.099, -0.088, -0.095, -0.095, -0.091, 0.095, 0.087, 0.102, 0.101, 0.100, 0.101], "total_charge": 0, "de_lowest_kcal_mol": 0.0, "e_lumo_ha": -0.03471}

Record 2
{"formula": "C6H6O", "method": "ωB97M-V/def2-TZVPD", "elements": ["O", "C", "C", "C", "C", "C", "C", "H", "H", "H", "H", "H", "H"], "coordinates": [[-2.24954, -0.27716, 0.96195], [-1.03292, 0.14976, 0.47472], [0.14184, -0.00176, 1.23171], [1.20251, -0.65517, 0.59235], [1.42938, -0.32741, -0.78217], [0.43853, 0.39203, -1.41889], [-0.86808, 0.38722, -0.87883], [-2.69295, 0.37316, 1.52120], [0.43498, 0.43116, 2.18906], [2.01305, -1.04024, 1.19526], [2.42233, -0.47486, -1.19950], [0.51204, 0.84506, -2.39746], [-1.75119, 0.19822, -1.48941]], "lowdin_charge": [0.030, -0.343, -0.038, -0.063, -0.087, -0.103, -0.038, 0.108, 0.116, 0.097, 0.101, 0.097, 0.123], "smiles": "Oc1ccccc1", "total_charge": 0, "de_lowest_kcal_mol": 45.1, "e_lumo_ha": 0.02434}

Record 3
{"formula": "C8H16N2O3S", "method": "ωB97M-V/def2-TZVPD", "elements": ["C", "C", "C", "C", "C", "C", "C", "C", "H", "H", "H", "H", "H", "H", "H", "H", "H", "H", "H", "H", "H", "H", "H", "H", "N", "N", "O", "O", "O", "S"], "coordinates": [[-0.35155, -0.89522, 1.94774], [0.77422, -0.64938, 0.84644], [-1.51502, 0.25540, 1.97445], [0.77632, -0.17784, -1.54819], [1.00485, 1.38012, -1.35062], [-0.17306, -0.49392, -2.85461], [0.02007, -1.93199, -3.46053], [0.34557, 0.52493, -4.03544], [1.15006, -2.02527, 2.49862], [1.07246, -0.45611, 3.13255], [-0.95123, -1.81823, 1.54063], [-0.99152, 1.32828, 1.88689], [-2.58481, 0.11878, 1.06899], [-1.28573, -0.20815, 4.60557], [-0.69804, -1.41473, -0.76858], [1.64373, -0.70372, -1.72287], [-1.13617, 0.01065, -2.41062], [1.01546, -2.28138, -3.56181], [-0.47874, -2.68725, -2.86967], [-0.27054, -2.06303, -4.56416], [1.62240, 0.92006, -3.89848], [-0.50551, 1.62878, -4.09893], [0.43664, -0.34471, -5.14122], [0.27984, 2.93976, -0.64920], [0.36690, -1.21750, 3.02606], [0.18008, -0.55482, -0.39753], [1.85216, -0.23659, 1.23820], [1.91553, 1.90436, -2.09053], [0.11635, 2.07924, -0.48758], [-2.40674, 0.08836, 3.63478]], "lowdin_charge": [-0.534, -0.446, -0.510, -0.292, -0.294, -0.328, -0.107, -0.126, 0.215, 0.091, 0.145, 0.082, 0.175, -0.062, 0.280, 0.127, 0.152, 0.062, 0.055, 0.087, 0.141, 0.157, 0.136, 0.048, -0.029, 0.035, 0.076, 0.005, 0.118, 0.539], "total_charge": 0, "de_lowest_kcal_mol": 239.2, "e_lumo_ha": 0.00241}

Record 4
{"formula": "C3H9N2O", "method": "ωB97M-V/def2-TZVPD", "elements": ["C", "C", "C", "N", "N", "O", "H", "H", "H", "H", "H", "H", "H", "H", "H"], "coordinates": [[-1.46949, 0.95389, -0.28676], [1.34479, 0.91876, -1.25506], [1.42045, -0.98901, 0.83412], [-0.32896, 0.57571, 0.17500], [0.90218, 0.25471, 0.00937], [-2.53429, 0.90247, -0.64320], [-3.57743, -0.63252, 1.08192], [0.51436, 0.73239, -2.12041], [1.32826, 1.99175, -0.92020], [2.23951, 0.53567, -1.68431], [2.13658, -1.44848, 0.18172], [1.86829, -0.73908, 1.73610], [0.57907, -1.67322, 0.91841], [-0.77654, -0.06042, 1.04131], [-3.64676, -1.32260, 0.93202]], "lowdin_charge": [-0.130, 0.001, 0.085, 0.041, -0.226, 0.295, 0.023, 0.141, 0.112, 0.077, 0.091, 0.068, 0.091, 0.277, 0.054], "total_charge": 1, "de_lowest_kcal_mol": 174.1, "e_lumo_ha": -0.18601}

Record 5
{"formula": "C4H12O", "method": "ωB97M-V/def2-TZVPD", "elements": ["C", "C", "O", "H", "H", "H", "H", "H", "H", "C", "C", "H", "H", "H", "H", "H", "H"], "coordinates": [[-2.23980, 0.56511, 1.61176], [-1.06702, 0.74451, 0.67730], [-1.01274, -0.17243, -0.35122], [-2.07164, -0.48049, 2.07124], [-3.27211, 1.06274, 1.48553], [-1.93236, 1.14328, 2.57557], [-1.01416, 1.69242, 0.28261], [-0.12729, 0.64703, 1.26973], [-1.83830, 0.06213, -0.84196], [2.20052, -1.33011, -1.06217], [2.10988, 0.20953, -0.98460], [2.74525, -2.00312, -1.67576], [2.42075, -1.76212, -0.04180], [1.17598, -1.89001, -1.14818], [2.05297, 0.66174, -1.97413], [2.75514, 0.52473, -0.11482], [1.18619, 0.58689, -0.53198]], "lowdin_charge": [-0.107, -0.412, -0.084, 0.103, 0.096, 0.087, 0.082, 0.124, 0.116, -0.183, -0.157, 0.028, 0.065, 0.081, 0.065, 0.082, 0.015], "smiles": "CCO.CC", "total_charge": 0, "de_lowest_kcal_mol": 53.3, "e_lumo_ha": 0.03198}

Record 6
{"formula": "CHLiO2Tl", "method": "ωB97M-V/def2-TZVPD", "elements": ["O", "C", "O", "Tl", "Li", "H"], "coordinates": [[0.01805, 0.12591, -0.33964], [0.45485, -0.82789, 1.75870], [0.90727, -1.88335, 1.91489], [-1.27799, 1.57171, -3.51519], [-0.19841, 0.93624, -2.02922], [0.09623, 0.07738, 2.21046]], "lowdin_spin": [-0.358, 0.210, 0.119, 0.868, 0.122, 0.039], "spin_multiplicity": 2, "total_charge": 0, "de_lowest_kcal_mol": 128.6, "e_lumo_ha": [-0.04461, -0.04323]}

| no. | DFT total energy (hartree) |
| --- | --- |
| 1 | -3797.798960 |
| 2 | -307.391599 |
| 3 | -1047.517668 |
| 4 | -303.972879 |
| 5 | -234.747639 |
| 6 | -368.916677 |